Below is a cluster of 5 separate species, C20H40O11 in total, with properties calculated with the ωB97M-V functional and the def2-TZVPD basis.

Last column: Löwdin charge in e.
Cartesian coordinates (Å):
C 2.369 2.867 -0.405  -0.053
C 1.622 3.924 0.394  -0.195
O 0.515 3.253 0.979  0.033
C -0.187 3.830 1.926  -0.625
O 0.034 4.881 2.467  0.136
O -1.201 3.037 2.214  -0.014
C -2.055 3.388 3.288  -0.043
H 3.206 3.239 -0.988  0.087
H 1.660 2.429 -1.111  0.051
H 2.667 2.072 0.277  0.083
H 1.285 4.787 -0.181  0.131
H 2.289 4.305 1.172  0.127
H -2.286 4.450 3.190  0.098
H -1.610 3.173 4.256  0.095
H -3.016 2.882 3.216  0.095
C 5.024 -2.178 -2.348  -0.056
C 4.642 -0.856 -2.987  -0.204
O 3.200 -0.773 -2.936  0.002
C 2.655 0.387 -3.318  -0.623
O 3.272 1.409 -3.469  0.126
O 1.349 0.213 -3.398  -0.008
C 0.554 1.310 -3.843  -0.019
H 4.624 -2.130 -1.330  0.066
H 6.106 -2.265 -2.343  0.082
H 4.487 -3.014 -2.792  0.083
H 4.838 -0.802 -4.061  0.131
H 5.142 -0.043 -2.462  0.126
H -0.248 0.888 -4.443  0.080
H 1.104 1.978 -4.509  0.099
H 0.226 1.895 -2.987  0.097
C -3.786 -2.638 1.175  -0.046
C -3.957 -1.479 0.181  -0.198
O -3.605 -1.998 -1.106  0.037
C -3.322 -1.105 -2.047  -0.641
O -3.227 0.074 -1.878  0.127
O -3.163 -1.766 -3.186  0.017
C -2.855 -0.954 -4.309  -0.037
H -3.686 -2.237 2.181  0.064
H -2.825 -3.085 0.896  0.078
H -4.509 -3.434 1.022  0.079
H -3.284 -0.684 0.494  0.105
H -5.003 -1.170 0.162  0.129
H -3.727 -0.404 -4.660  0.102
H -2.465 -1.564 -5.119  0.096
H -2.066 -0.258 -4.018  0.068
C 0.000 -1.044 3.705  -0.133
C -0.871 0.228 3.837  -0.156
C -2.208 -0.391 4.206  -0.217
O -2.145 -1.778 3.940  -0.151
C -1.018 -2.022 3.102  -0.189
H 0.392 -1.294 4.690  0.114
H 0.862 -0.930 3.039  0.095
H -0.865 0.769 2.890  0.091
H -0.556 0.912 4.623  0.108
H -3.114 0.061 3.778  0.113
H -2.399 -0.277 5.282  0.118
H -1.166 -1.850 2.035  0.084
H -0.721 -3.064 3.220  0.130
C 0.967 -0.073 -0.094  -0.137
C 2.069 -1.114 0.185  -0.127
C 1.369 -2.465 -0.059  -0.180
O -0.016 -2.196 0.061  -0.157
C -0.293 -0.891 -0.421  -0.165
H 1.283 0.527 -0.951  0.065
H 0.800 0.657 0.698  0.095
H 2.379 -1.038 1.226  0.099
H 2.901 -1.038 -0.512  0.077
H 1.626 -3.243 0.661  0.119
H 1.599 -2.884 -1.046  0.118
H -1.140 -0.495 0.138  0.103
H -0.527 -0.905 -1.488  0.117

- DFT total energy: -43910.422 eV
- SMILES: CCOC(=O)OC.CCOC(=O)OC.CCOC(=O)OC.C1CCOC1.C1CCOC1
- E_HOMO: -0.3441 Ha

---

Below is a cluster of 8 separate species, C20H40O26S6 in total, with properties calculated with the ωB97M-V functional and the def2-TZVPD basis.

Last column: Löwdin charge in e.
Cartesian coordinates (Å):
C -0.139 -2.884 7.479  -0.152
C 0.866 -2.966 6.276  -0.173
C 0.126 -2.403 5.107  -0.222
O -1.142 -1.993 5.663  -0.155
C -0.954 -1.703 7.077  -0.190
H 0.542 -2.863 8.331  0.116
H -0.710 -3.809 7.399  0.118
H 1.202 -3.989 6.108  0.113
H 1.743 -2.357 6.494  0.108
H -0.128 -3.206 4.416  0.112
H 0.684 -1.639 4.566  0.093
H -1.903 -1.620 7.607  0.125
H -0.374 -0.787 7.186  0.118
C 1.760 0.377 1.425  -0.106
C 1.111 0.225 0.015  -0.138
C 0.137 1.354 -0.057  -0.066
O -0.340 1.506 1.306  0.115
C 0.501 0.783 2.211  -0.065
H 2.539 1.134 1.341  0.123
H 2.254 -0.425 1.972  0.109
H 0.504 -0.679 0.073  0.129
H 1.724 0.133 -0.882  0.107
H -0.707 1.089 -0.694  0.128
H 0.727 2.192 -0.429  0.177
H -0.035 -0.075 2.615  0.171
H 0.785 1.466 3.012  0.167
C -5.464 0.305 -2.378  -0.163
C -5.135 -0.658 -3.553  -0.145
O -3.729 -0.665 -3.671  -0.226
S -2.996 -0.032 -2.306  0.748
O -2.414 1.281 -2.623  -0.244
O -2.162 -1.108 -1.714  -0.264
O -4.385 0.248 -1.469  -0.213
H -6.345 0.003 -1.812  0.147
H -5.596 1.326 -2.736  0.131
H -5.536 -0.457 -4.546  0.146
H -5.284 -1.659 -3.148  0.131
C -1.356 -3.336 -4.104  -0.204
C -1.090 -2.338 -5.170  -0.143
O 0.350 -2.133 -5.067  -0.206
S 0.850 -2.080 -3.467  0.760
O 0.748 -0.718 -2.990  -0.252
O 2.137 -2.779 -3.327  -0.248
O -0.498 -3.005 -3.047  -0.222
H -1.077 -4.332 -4.447  0.137
H -2.401 -3.377 -3.796  0.138
H -1.481 -1.353 -4.914  0.116
H -1.399 -2.621 -6.177  0.148
C 0.636 7.757 -1.235  -0.169
C 0.165 7.617 -2.682  -0.163
O -0.642 6.453 -2.652  -0.200
S -1.097 5.934 -1.135  0.759
O -0.365 4.713 -0.726  -0.288
O -2.547 5.915 -0.985  -0.226
O -0.473 7.309 -0.447  -0.204
H 0.948 8.744 -0.893  0.144
H 1.404 7.004 -1.060  0.122
H 0.970 7.454 -3.398  0.142
H -0.441 8.503 -2.874  0.136
C 4.621 -1.148 -1.150  -0.243
C 5.011 0.332 -1.212  -0.208
O 5.990 0.313 -2.206  -0.189
S 7.061 -0.878 -1.821  0.791
O 7.963 -0.440 -0.741  -0.239
O 7.649 -1.339 -3.098  -0.235
O 5.792 -1.831 -1.282  -0.177
H 3.932 -1.380 -1.962  0.114
H 4.045 -1.330 -0.243  0.126
H 5.500 0.719 -0.318  0.128
H 4.116 0.921 -1.409  0.126
C 3.323 -4.952 -0.403  -0.124
C 1.807 -4.969 -0.571  -0.221
O 1.268 -5.080 0.678  -0.188
S 2.080 -4.293 1.894  0.763
O 2.166 -5.106 3.042  -0.195
O 1.720 -2.857 2.051  -0.293
O 3.496 -4.427 0.941  -0.223
H 3.821 -4.271 -1.093  0.121
H 3.804 -5.929 -0.443  0.135
H 1.553 -5.779 -1.254  0.146
H 1.384 -4.069 -1.020  0.106
C -3.122 3.645 1.472  -0.198
C -3.247 2.118 1.303  -0.115
O -4.550 1.809 0.657  -0.227
S -5.293 3.221 0.215  0.771
O -6.770 3.144 0.462  -0.249
O -4.827 3.621 -1.090  -0.238
O -4.424 4.137 1.354  -0.191
H -2.548 4.195 0.726  0.089
H -2.751 3.842 2.477  0.138
H -3.145 1.666 2.289  0.128
H -2.497 1.618 0.690  0.090

- DFT total energy: -139615.219 eV
- Spin multiplicity: 2
- E_HOMO (alpha / beta): -0.4333 / -0.4330 Ha
- Net charge: +1

---

Below is a structure of composition C20H41AsN5OS3Si3Zr, with properties calculated with the ωB97M-V functional and the def2-TZVPD basis.

Last column: Löwdin charge in e.
Cartesian coordinates (Å):
Zr 1.387 0.543 0.173  1.283
C 2.801 -1.361 -3.054  -0.077
C 3.391 -0.080 -2.573  -0.637
N 2.907 0.724 -1.627  -0.124
C 3.728 1.838 -1.466  -0.328
C 4.829 1.854 -2.254  -0.268
S 4.841 0.476 -3.254  1.223
C 3.248 2.891 -0.573  -0.315
C 3.786 4.101 -0.294  -0.264
S 2.709 5.010 0.672  1.233
C 1.602 3.737 0.709  -0.603
N 2.007 2.672 0.017  -0.101
C 0.277 3.843 1.372  -0.063
H 1.720 -1.293 -3.127  0.045
H 3.059 -2.185 -2.389  0.066
H 3.192 -1.602 -4.042  0.100
H 5.593 2.612 -2.321  0.106
H 4.723 4.513 -0.632  0.106
H 0.173 4.790 1.897  0.103
H 0.123 3.030 2.081  0.072
H -0.501 3.784 0.611  0.063
C -4.632 0.978 -0.294  -0.189
Si -3.068 1.962 -0.170  0.358
C -3.013 2.882 1.447  -0.192
C -2.723 3.012 -1.656  -0.201
As -1.296 0.227 -0.174  0.764
Si -2.083 -1.446 1.396  0.320
C -0.570 -2.483 1.747  -0.229
C -3.415 -2.443 0.579  -0.183
C -2.647 -0.548 2.919  -0.195
Si -1.339 -0.815 -2.340  0.295
C -3.071 -1.023 -2.965  -0.185
C -0.401 0.384 -3.429  -0.210
C -0.485 -2.466 -2.123  -0.214
H -5.439 1.705 -0.441  0.065
H -4.854 0.449 0.633  0.034
H -4.671 0.277 -1.124  0.019
H -4.047 3.140 1.694  0.061
H -2.461 3.818 1.403  0.024
H -2.629 2.284 2.273  0.021
H -3.439 3.840 -1.660  0.060
H -2.866 2.459 -2.586  0.029
H -1.722 3.445 -1.657  0.030
H -0.167 -2.904 0.821  0.011
H -0.830 -3.313 2.409  0.056
H 0.200 -1.886 2.243  0.003
H -3.071 -2.980 -0.305  0.026
H -4.281 -1.842 0.302  0.030
H -3.758 -3.191 1.300  0.060
H -1.858 0.071 3.351  0.033
H -2.929 -1.292 3.670  0.057
H -3.524 0.074 2.745  0.030
H -3.569 -0.067 -3.131  0.036
H -3.693 -1.636 -2.313  0.032
H -3.014 -1.530 -3.933  0.061
H -0.983 1.302 -3.529  0.030
H -0.281 -0.027 -4.435  0.060
H 0.587 0.668 -3.059  -0.005
H -1.095 -3.161 -1.545  0.030
H 0.493 -2.401 -1.641  -0.010
H -0.342 -2.912 -3.112  0.059
O 2.465 1.043 4.237  0.231
C 1.924 0.920 3.229  -0.410
N 1.360 0.773 2.154  -0.113
C 2.541 -4.510 2.951  -0.008
N 2.500 -3.593 1.809  -0.011
C 2.951 -2.363 1.825  -0.758
N 3.436 -1.826 2.934  0.177
S 2.974 -1.439 0.325  0.680
H 2.104 -5.455 2.646  0.109
H 1.961 -4.113 3.785  0.104
H 3.573 -4.687 3.257  0.111
H 2.116 -3.927 0.940  0.137
H 3.539 -2.373 3.778  0.133
H 3.947 -0.958 2.894  0.117

- DFT total energy: -149144.908 eV
- E_HOMO: -0.6244 Ha
- Net charge: +3